The molecule C2H5N3O2 in a non-equilibrium geometry, computed with the ωB97M-V functional and the def2-TZVPD basis.

Last column: natural (NBO) charge in e.
Atoms and positions in Å:
N (-1.655526, 0.966249, 0.460242)  -0.90
H (-0.937379, 1.619185, 0.221151)  0.41
O (1.202412, 1.331273, -0.305324)  -0.63
N (1.131583, -0.898966, 0.222655)  -0.46
O (-1.306296, -0.791506, -1.081859)  -0.56
C (1.736548, 0.217506, -0.275749)  0.52
H (-2.529571, 1.236045, 0.025363)  0.39
H (0.073663, -0.083391, 1.674833)  0.38
H (1.546341, -1.814459, 0.140958)  0.40
N (-0.045728, -0.756819, 0.925333)  -0.48
H (2.870579, 0.063535, -0.585346)  0.13
C (-1.104025, -0.302889, 0.002897)  0.80

Atomic forces in eV per Å
N -0.1 -2.0 0.3
H 0.6 0.7 0.1
O 0.8 -1.8 0.2
N 1.1 0.3 -0.1
O 0.0 -0.3 1.5
C 1.2 1.1 -0.3
H 0.2 -0.4 -0.3
H -0.1 0.0 0.0
H -0.1 0.2 0.1
N -1.7 0.4 -1.4
H -2.2 0.0 0.3
C 0.4 1.8 -0.4

## Properties
Energy above the lowest of the compared OMol25 structures with the same formula, charge and spin ... 2.004 eV
HOMO-LUMO gap ... 10.91 eV
Structure (SMILES) ... NC(=O)NNC=O


A cluster of 2 separate species, C2H5N3O2 in total in a non-equilibrium geometry, computed with the ωB97M-V functional and the def2-TZVPD basis.

Last column: natural (NBO) charge in e.
Atoms and positions in Å:
H (1.135965, -1.594414, -0.949589)  0.35
O (-1.204151, -2.150938, 0.662515)  -0.51
N (-1.316671, 0.140935, 0.576269)  -0.31
N (-1.934890, 0.864728, -0.336973)  -0.55
O (0.959324, 1.040695, -0.324846)  -0.78
C (-0.827828, -1.035731, 0.762438)  0.69
N (1.853820, -1.229796, -0.324011)  -0.64
H (2.101624, 0.113718, 1.121286)  0.15
C (1.420954, -0.228186, 0.338240)  0.37
H (1.394388, 1.814375, 0.056110)  0.48
H (-1.589464, 1.821969, -0.316617)  0.38
H (-1.993071, 0.442644, -1.264820)  0.36

Atomic forces in eV per Å
H 0.6 0.4 -1.2
O 1.6 -1.7 1.4
N 1.9 -2.8 4.2
N 0.4 0.1 -1.0
O -0.5 -2.1 0.3
C -4.7 4.2 -4.0
N -2.7 -0.6 1.9
H -0.7 -0.2 0.8
C 4.1 3.4 -2.6
H 0.1 -0.5 0.4
H -0.2 -0.3 -0.3
H 0.2 0.3 0.2

## Properties
Energy above the lowest of the compared OMol25 structures with the same formula, charge and spin ... 6.880 eV
HOMO-LUMO gap ... 7.89 eV
Structure (SMILES) ... [H]/N=C\O.NN=C=O


A cluster of 2 separate species, C2H5N3O2 in total in a non-equilibrium geometry, computed with the ωB97M-V functional and the def2-TZVPD basis.

Last column: natural (NBO) charge in e.
Atoms and positions in Å:
C (-1.130335, -0.370894, -0.219054)  0.45
O (1.820476, 1.205440, 0.096625)  -0.19
H (0.418971, -1.457883, -0.858559)  0.51
H (-1.646269, -1.311611, -0.482933)  0.29
C (1.147302, 0.362122, -0.204815)  0.94
N (-1.698222, 0.618877, 0.280461)  -0.61
H (4.471776, 0.370357, 0.720134)  0.34
N (3.755317, 0.232835, 0.027170)  0.08
O (3.404634, -0.861060, -0.076687)  -0.18
N (0.259299, -0.564432, -0.434269)  -0.62
H (-1.184027, 1.474013, 0.689020)  0.47
H (-2.704685, 0.705738, 0.633156)  0.52

Atomic forces in eV per Å
C 0.8 -2.7 -0.6
O -0.5 1.3 0.1
H 1.2 -0.6 -0.4
H -0.3 0.8 0.1
C 0.1 -1.5 -0.3
N -0.8 3.7 2.9
H 1.9 -0.1 0.8
N 0.1 2.5 -0.3
O -1.2 -2.5 -0.3
N -2.1 1.5 0.4
H -0.5 -1.5 -1.1
H 1.2 -0.9 -1.2

## Properties
Charge ... +2
Energy above the lowest of the compared OMol25 structures with the same formula, charge and spin ... 0.914 eV
HOMO-LUMO gap (spin up / spin down) ... 7.35 / 7.36 eV


A structure of composition C2H5N3O3 in a non-equilibrium geometry, computed with the ωB97M-V functional and the def2-TZVPD basis.

Last column: natural (NBO) charge in e.
Atoms and positions in Å:
H (2.248730, -0.637224, -1.088135)  0.12
O (0.491868, -0.650386, 0.078742)  -0.37
H (1.367621, 0.304873, 1.458654)  0.39
C (2.583500, -0.131151, -0.291009)  0.49
H (-1.684759, 1.737845, -0.131810)  0.34
N (-1.584370, -0.633116, -0.446283)  -0.36
N (-0.593168, 1.396831, -0.125338)  -0.70
O (-2.847579, -0.233367, 0.476419)  -0.55
O (3.762430, 0.154669, 0.077750)  -0.58
N (1.567341, -0.277123, 0.617289)  -0.28
H (-1.272859, -1.729854, -0.333050)  0.40
H (-3.399644, 0.596433, -0.226639)  0.48
C (-0.639113, 0.101571, -0.066585)  0.60

Atomic forces in eV per Å
H -0.5 -1.3 -4.2
O -5.9 -4.0 -2.4
H 1.1 -0.4 -0.8
C 5.4 1.5 6.3
H 3.7 -0.9 -0.3
N -7.0 -6.8 0.4
N -3.0 -0.4 1.6
O -0.2 2.4 -5.0
O -3.8 -0.4 -2.0
N 3.8 4.0 3.2
H -1.8 3.3 0.1
H 2.6 -4.1 3.1
C 5.6 7.0 0.1

## Properties
Energy above the lowest of the compared OMol25 structures with the same formula, charge and spin ... 7.219 eV
HOMO-LUMO gap ... 9.18 eV


A structure of composition C2H5N3O3 in a non-equilibrium geometry, computed with the ωB97M-V functional and the def2-TZVPD basis.

Last column: natural (NBO) charge in e.
Atoms and positions in Å:
C (-0.527404, 0.144784, 0.043294)  0.49
H (-1.166815, 1.684728, -1.035209)  0.27
C (-1.317860, 1.422142, 0.009967)  -0.71
O (3.291857, 0.568317, 0.320655)  -0.35
H (-1.450334, -2.738618, -0.021608)  0.48
H (-2.303746, 1.333334, 0.376221)  0.25
O (-1.765245, -1.877911, 0.193289)  -0.53
N (2.215174, 0.192298, 0.064745)  0.55
H (1.032434, -1.441065, -0.094421)  0.48
H (-0.732687, 2.241751, 0.488095)  0.28
N (1.187204, 0.831007, -0.052886)  -0.33
O (2.074820, -1.246071, -0.195560)  -0.61
N (-0.537404, -1.114699, -0.096583)  -0.26

Atomic forces in eV per Å
C 3.6 0.0 -0.8
H -0.8 0.1 -0.3
C 2.4 -0.3 0.1
O 2.3 0.7 0.2
H 0.3 -1.3 -0.3
H -1.1 0.0 0.0
O 1.1 2.8 -0.4
N -2.1 -4.5 -0.7
H 2.2 0.5 -0.4
H -0.5 -0.9 0.2
N -5.0 1.8 0.3
O -0.9 0.5 0.8
N -1.5 0.6 1.4

## Properties
Energy above the lowest of the compared OMol25 structures with the same formula, charge and spin ... 7.500 eV
HOMO-LUMO gap ... 10.10 eV


The molecule C2H5N3OS in a non-equilibrium geometry, computed with the ωB97M-V functional and the def2-TZVPD basis.

Last column: natural (NBO) charge in e.
Atoms and positions in Å:
H (2.705590, -1.223950, -0.558867)  0.39
N (-1.251656, 0.450134, 0.384186)  -0.27
S (-1.227112, 3.032041, -0.222474)  -0.18
O (0.196048, 0.451489, 0.234369)  -0.34
H (-3.064328, 1.401685, 0.164177)  0.23
C (-1.925651, 1.553566, 0.154569)  -0.09
H (-1.598989, -0.437434, 0.541264)  0.42
N (0.144988, -1.812807, 0.047453)  -0.79
C (0.800461, -0.746527, 0.007869)  0.69
H (0.725265, -2.636104, -0.033540)  0.36
N (2.147908, -0.456943, -0.130222)  -0.83
H (2.347477, 0.424851, -0.588781)  0.41

Atomic forces in eV per Å
H -0.8 0.9 0.6
N 2.9 0.6 -0.4
S -0.9 -1.1 0.3
O -2.1 1.2 0.2
H 1.8 0.0 0.3
C -0.4 1.8 -0.9
H -0.8 -2.2 0.3
N -0.2 -0.6 0.2
C 0.0 0.8 0.2
H 0.0 -0.1 -0.2
N 0.7 -1.3 -0.9
H -0.2 0.0 0.3

## Properties
Energy above the lowest of the compared OMol25 structures with the same formula, charge and spin ... 2.897 eV
HOMO-LUMO gap ... 8.89 eV
Structure (SMILES) ... [H]/N=C(\N)ONC=S


A structure of composition C2H5N3OS in a non-equilibrium geometry, computed with the ωB97M-V functional and the def2-TZVPD basis.

Last column: natural (NBO) charge in e.
Atoms and positions in Å:
H (-1.834766, -1.884495, 1.662066)  0.28
C (-0.837531, -1.352001, 1.628853)  -0.63
N (-1.389548, 0.587373, -0.675953)  -0.14
H (-1.151100, 0.124409, -1.631374)  0.25
N (1.121268, -0.220005, 0.204944)  -1.00
H (1.886361, -0.668655, 0.604826)  0.40
C (0.147499, -2.040599, 2.402608)  0.26
H (-0.972847, -0.428162, 1.993676)  0.26
H (1.296486, 0.374650, -0.667374)  0.41
S (-0.175895, -1.192782, -0.106919)  0.60
O (-2.609974, 0.658645, -0.506629)  -0.37
N (0.992684, -2.687272, 2.824993)  -0.30

Atomic forces in eV per Å
H 1.2 0.4 -0.4
C -0.9 -2.8 -2.0
N -1.5 1.1 -1.0
H -0.7 0.8 0.4
N -1.2 2.7 -2.2
H 1.7 -0.9 0.2
C 0.3 -0.8 -0.2
H -0.6 3.6 1.1
H 0.0 -1.0 2.1
S -0.3 -2.6 1.5
O 1.5 -0.5 -0.2
N 0.3 0.0 0.5

## Properties
Energy above the lowest of the compared OMol25 structures with the same formula, charge and spin ... 5.603 eV
HOMO-LUMO gap (spin up / spin down) ... 8.85 / 8.85 eV


The molecule C2H5N3OS in a non-equilibrium geometry, computed with the ωB97M-V functional and the def2-TZVPD basis.

Last column: natural (NBO) charge in e.
Atoms and positions in Å:
C (1.338129, -0.437015, 0.764310)  -0.19
N (2.473186, -0.725598, 0.272082)  -0.06
H (-4.234101, 0.058477, -0.219222)  0.37
H (1.028850, -1.009959, 1.647001)  0.22
S (0.241798, 0.839103, 0.180414)  0.21
O (2.888770, -0.044013, -0.822391)  -0.53
N (-2.315534, 0.266255, 0.137390)  -0.22
C (-1.169019, -0.167676, -0.182669)  -0.15
H (-3.300023, -1.089224, -0.977243)  0.34
N (-3.396446, -0.520540, -0.178522)  -0.63
H (2.153458, 0.565982, -1.118752)  0.45
H (-0.970207, -1.111500, -0.745784)  0.18

Atomic forces in eV per Å
C -0.2 -0.3 0.5
N -0.2 0.0 0.1
H 0.4 -0.3 0.0
H 0.2 0.2 -0.4
S 0.1 0.0 -0.1
O -0.5 0.7 -0.5
N 0.1 -0.4 -0.2
C 0.2 -0.4 -0.3
H 0.2 -0.8 -1.1
N -0.6 1.3 1.1
H 0.6 -0.6 0.3
H -0.3 0.6 0.5

## Properties
Energy above the lowest of the compared OMol25 structures with the same formula, charge and spin ... 4.131 eV
HOMO-LUMO gap ... 9.72 eV
Structure (SMILES) ... N/N=C/S/C=N\O


A cluster of 2 separate species, C2H5N3S in total in a non-equilibrium geometry, computed with the ωB97M-V functional and the def2-TZVPD basis.

Last column: natural (NBO) charge in e.
Atoms and positions in Å:
H (2.710390, -0.677641, 0.765904)  0.21
S (-2.547207, -0.443060, -0.846038)  0.00
H (0.165911, -1.389259, -1.400339)  0.28
C (-2.530718, 0.611303, 0.289218)  0.23
N (0.965347, -0.842094, -1.808787)  -0.30
H (1.461414, 0.726508, 0.599580)  0.22
N (1.797630, -0.332593, -1.159952)  -0.08
H (0.986125, -1.085351, 0.793655)  0.18
C (1.710283, -0.366333, 0.375999)  -0.52
N (-2.204109, 1.601331, 0.847069)  -0.64
H (-2.515068, 2.197191, 1.543686)  0.42

Atomic forces in eV per Å
H -0.7 0.7 -0.4
S -0.7 -1.5 -0.5
H 0.6 0.4 0.9
C 0.9 0.6 -1.1
N -3.0 -2.0 -3.7
H 0.4 -1.6 0.2
N 2.5 1.4 4.0
H -0.2 0.4 -0.4
C 0.5 0.8 -0.6
N 0.4 0.0 0.3
H -0.6 1.0 1.3

## Properties
Energy above the lowest of the compared OMol25 structures with the same formula, charge and spin ... 3.322 eV
HOMO-LUMO gap ... 8.77 eV
Structure (SMILES) ... [H]/N=N\C.N=C=S


A cluster of 2 separate species, C2H5N3S2 in total in a non-equilibrium geometry, computed with the ωB97M-V functional and the def2-TZVPD basis.

Last column: natural (NBO) charge in e.
Atoms and positions in Å:
N (-0.568511, -1.282906, 0.337996)  -0.07
H (0.115737, 1.892570, 1.275558)  0.41
H (-0.647435, -2.601771, -1.333411)  0.22
H (-1.006800, -0.621426, -1.473144)  0.23
S (1.165484, 0.520440, -1.720631)  -0.14
C (-0.736115, -1.530187, -0.896033)  -0.18
N (0.668844, 1.374362, 0.593343)  -0.79
C (0.542720, 1.642356, -0.746272)  -0.11
H (1.376027, 0.664148, 0.758471)  0.43
H (-0.108084, 2.406834, -1.216254)  0.22
S (-0.021255, -1.099765, 2.895713)  0.01
N (-0.780611, -1.364656, 1.524665)  -0.22

Atomic forces in eV per Å
N -0.6 -0.7 0.3
H 0.8 -0.5 0.0
H 0.0 2.1 0.8
H 0.2 -1.3 -0.1
S 1.3 0.1 -1.8
C -0.3 -0.6 -0.2
N -0.8 1.9 -1.4
C -0.6 -1.1 0.9
H -0.5 0.2 0.7
H 0.4 -0.1 1.2
S 0.8 0.2 0.3
N -0.8 -0.2 -0.9

## Properties
Energy above the lowest of the compared OMol25 structures with the same formula, charge and spin ... 4.923 eV
HOMO-LUMO gap ... 7.76 eV
Structure (SMILES) ... C=NN=S.NC=S


A structure of composition C2H5N3S2 in a non-equilibrium geometry, computed with the ωB97M-V functional and the def2-TZVPD basis.

Last column: natural (NBO) charge in e.
Atoms and positions in Å:
N (-0.158213, 1.562607, -1.227539)  -0.80
H (-0.152361, -1.205608, 2.864766)  0.41
H (-0.190003, 2.154943, -2.090425)  0.42
N (0.119923, -0.524859, -0.307314)  -0.64
H (0.086209, 2.077543, -0.342811)  0.43
S (0.287742, 1.395573, 1.761473)  -0.09
N (0.358344, -1.323891, 1.808759)  -0.82
H (0.366320, -1.468374, -0.547989)  0.44
S (-0.342112, -0.566841, -2.935155)  -0.29
H (-0.458136, -2.265428, 1.389272)  0.37
C (0.163486, -0.092635, 1.060787)  0.23
C (-0.081197, 0.256972, -1.433824)  0.33

Atomic forces in eV per Å
N 0.4 2.3 -1.3
H 2.3 -0.1 -3.7
H -0.2 -1.1 1.2
N 0.0 2.2 1.4
H -0.3 -1.3 -1.0
S -0.3 -0.7 -0.3
N -5.8 -1.9 2.2
H -0.2 -0.3 0.3
S 0.5 1.1 1.7
H 3.3 3.8 1.3
C 0.8 -3.1 -1.0
C -0.5 -1.0 -0.9

## Properties
Energy above the lowest of the compared OMol25 structures with the same formula, charge and spin ... 2.001 eV
HOMO-LUMO gap ... 8.03 eV


A structure of composition C2H5N3S2 in a non-equilibrium geometry, computed with the ωB97M-V functional and the def2-TZVPD basis.

Last column: natural (NBO) charge in e.
Atoms and positions in Å:
S (-0.480709, 2.122313, 0.080849)  0.19
N (0.127107, 0.483534, 0.078312)  -0.55
S (2.455051, -1.014765, 0.059776)  -0.16
H (-3.425602, -1.835490, 1.095697)  0.34
H (1.963440, 1.242429, -0.496935)  0.22
N (-2.631809, -1.779160, -0.152860)  -0.59
H (-0.002568, -1.530037, -0.015823)  0.22
C (-0.721368, -0.653458, -0.060227)  0.18
H (-1.464153, 1.645795, -0.890534)  0.17
H (-1.576243, -2.621100, -0.097476)  0.31
C (1.419596, 0.319874, -0.171909)  -0.05
N (-1.962973, -0.507353, 0.009960)  -0.28

Atomic forces in eV per Å
S -1.8 -1.9 -1.8
N -0.7 0.2 -0.6
S -1.8 1.3 -0.4
H 3.1 -0.1 -4.3
H -0.8 -0.6 0.4
N 1.2 -1.7 4.0
H -1.4 0.3 -0.3
C 2.2 1.2 1.6
H 1.2 1.4 1.4
H -4.4 2.4 0.3
C 3.9 -0.4 0.1
N -0.7 -2.0 -0.3

## Properties
Energy above the lowest of the compared OMol25 structures with the same formula, charge and spin ... 6.821 eV
HOMO-LUMO gap ... 8.45 eV